# C5H9INO

A 2-piece molecular cluster, C5H9INO overall in a non-equilibrium geometry (wB97M-V/def2-TZVPD, the Open Molecules 2025 dataset).

```
17
Properties=species:S:1:pos:R:3:forces:R:3:lowdin_charge:R:1
H 2.603543 -1.013452 1.470292 0.367 0.017 0.436 0.112
H 0.070494 0.109540 -3.606795 -0.361 0.317 0.284 0.119
C -1.883846 0.193915 0.998629 -1.701 1.045 0.023 -0.680
N 0.876755 0.476106 -0.533193 3.171 -1.451 3.162 0.116
H 3.500695 0.629509 1.240642 -2.309 -1.095 0.149 0.179
H -1.326364 1.123711 0.576451 -1.246 -1.990 0.523 0.064
H -3.819416 0.759800 0.484576 -0.441 0.809 -0.581 0.043
H 1.970525 0.408641 2.307510 0.142 0.177 1.165 0.066
C 1.520345 0.225800 0.427930 -3.372 1.930 -6.219 -0.100
C -3.244128 0.056113 1.024422 2.389 0.320 0.432 -0.099
I -0.712839 -1.148211 2.087952 -0.152 -0.073 0.176 0.962
H -3.859986 -0.609584 1.637034 0.778 -0.279 -0.349 0.067
C 0.359164 -0.333383 -2.656851 -1.262 0.635 -0.507 0.042
H -0.352673 -1.077846 -2.347102 -0.167 -0.138 0.402 0.109
C 2.471458 0.070917 1.429551 2.782 0.186 0.622 -0.051
O 0.506852 0.778255 -1.741706 -1.032 1.203 0.576 -0.021
H 1.319421 -0.649832 -2.799343 2.414 -1.614 -0.295 0.071
```
Positions in Å, forces in eV/Å.

The value obtained for the LUMO energy is -4.18 eV. The total charge is +1. The value obtained for the energy above the lowest of the compared OMol25 structures with the same formula, charge and spin is 374.9 kJ/mol. The multiplicity is 1. As for the HOMO-LUMO gap: 8.4 eV. Its HOMO energy is -12.598 eV.